# 1
Density functional theory data (ωB97M-V/def2-TZVPD) for 13 unconnected molecules or ions with the total composition C15H56N24O13 at a distorted geometry.

Properties
Max |F| in eV/A: 4.25
2S+1: 1
Total energy in eV: -78856.8385
LUMO level in eV: 0.4
Orbital gap in eV: 9.708

CARTESIAN COORDINATES (ANGSTROEM)
C 3.97 0.04 2.24
O 5.07 0.26 1.78
N 3.59 -1.01 3.03
N 2.84 0.85 2.09
H 2.60 -1.10 3.20
H 4.23 -1.69 3.42
H 2.83 1.39 1.23
H 1.99 0.34 2.27
C -0.59 -2.70 -3.98
O 0.64 -2.81 -4.05
N -1.39 -3.81 -4.14
N -1.06 -1.43 -4.02
H -2.31 -4.07 -3.72
H -0.87 -4.58 -4.52
H -2.09 -1.30 -4.00
H -0.47 -0.60 -4.01
C -1.96 3.04 4.36
O -1.72 4.05 3.63
N -1.35 1.85 4.13
N -2.80 2.99 5.44
H -1.51 0.89 4.53
H -0.55 1.95 3.59
H -2.50 2.42 6.26
H -3.44 3.73 5.63
C -5.71 2.25 -1.42
O -5.45 1.30 -0.63
N -4.92 2.43 -2.52
N -6.91 2.89 -1.39
H -4.99 3.06 -3.26
H -4.02 1.98 -2.34
H -7.08 3.69 -1.98
H -7.28 2.89 -0.44
C -2.25 2.58 0.16
O -2.24 2.04 -0.94
N -3.41 2.66 0.83
N -1.16 3.15 0.69
H -3.54 3.05 1.73
H -4.11 2.12 0.37
H -0.22 3.10 0.29
H -1.22 3.66 1.58
C 0.77 1.83 -3.05
O 0.40 0.85 -3.66
N 2.04 2.12 -3.02
N -0.13 2.67 -2.47
H 2.73 1.64 -3.60
H 2.40 2.64 -2.20
H 0.28 3.53 -2.13
H -1.01 2.39 -2.02
C -3.55 -1.96 -1.68
O -3.36 -3.07 -2.12
N -4.21 -0.96 -2.34
N -3.01 -1.68 -0.47
H -4.54 -0.18 -1.83
H -4.70 -1.20 -3.17
H -3.07 -0.74 -0.23
H -2.23 -2.25 -0.22
C 1.29 -4.90 1.42
O 1.68 -4.17 2.29
N 0.36 -5.95 1.53
N 1.61 -4.66 0.08
H 0.30 -6.23 2.51
H 0.48 -6.71 0.84
H 1.95 -3.72 -0.11
H 1.01 -5.01 -0.62
C 3.79 -1.94 -2.94
O 4.86 -1.51 -2.37
N 3.53 -3.21 -2.99
N 2.83 -1.08 -3.40
H 2.70 -3.56 -3.42
H 4.31 -3.81 -2.69
H 1.94 -1.37 -3.76
H 3.12 -0.13 -3.17
C 5.15 1.91 -1.76
O 5.48 3.13 -1.66
N 5.13 1.29 -3.11
N 4.84 1.04 -0.71
H 5.30 0.28 -3.14
H 5.60 1.74 -3.89
H 4.95 0.05 -0.91
H 5.14 1.26 0.19
C 2.57 4.96 0.19
O 1.89 4.13 -0.42
N 1.98 6.12 0.68
N 3.95 4.83 0.36
H 0.97 6.23 0.54
H 2.56 6.88 0.99
H 4.48 4.10 -0.03
H 4.56 5.62 0.58
C 0.63 -1.19 0.21
O 0.08 -1.15 1.29
N 2.02 -1.53 0.10
N 0.06 -1.01 -0.96
H 2.61 -1.95 0.80
H 2.38 -1.25 -0.77
H 0.62 -0.66 -1.75
H -0.87 -0.73 -1.00
C -3.45 -2.82 4.25
C -2.04 -2.35 4.51
C -0.98 -3.41 4.21
O -1.83 -1.16 3.75
H -3.59 -3.69 4.89
H -3.56 -3.16 3.23
H -4.11 -1.96 4.44
H -1.85 -2.09 5.54
H -1.22 -4.42 4.58
H -0.05 -3.18 4.75
H -0.86 -3.64 3.13
H -1.79 -1.41 2.79

Atom charges from the Mulliken analysis, given in e for atoms 1 to 4: 0.65 -0.70 -0.29 -0.29

---

# 2
Density functional theory data (ωB97M-V/def2-TZVPD) for a molecular structure, C14H28CoFN2O8P2 at a distorted geometry.

Properties
Max |F| in eV/A: 4.40
2S+1: 4
Charge: +1
Total energy in eV: -93243.4791
Expectation value of S²: 3.769
LUMO level (alpha / beta) in eV: -4.1 / -7.5
Orbital gap (alpha / beta) in eV: 5.451 / 2.106

CARTESIAN COORDINATES (ANGSTROEM)
Co 24.77 -10.37 -8.94
F 25.08 -13.20 -7.31
C 20.42 -10.79 -13.57
O 19.85 -11.82 -12.75
P 19.59 -11.64 -11.17
O 20.84 -11.37 -10.40
O 18.41 -10.49 -11.00
C 17.49 -10.40 -9.91
O 18.90 -13.08 -10.72
C 19.70 -14.21 -10.97
H 21.44 -11.12 -13.75
H 20.50 -9.78 -13.16
H 19.83 -10.60 -14.47
H 17.82 -9.86 -9.03
H 17.19 -11.37 -9.52
H 16.58 -10.00 -10.36
H 19.66 -14.87 -10.11
H 20.70 -13.96 -11.34
H 19.23 -14.77 -11.78
C 30.07 -8.44 -5.69
O 30.87 -9.42 -6.32
P 30.70 -9.60 -7.93
O 29.28 -9.73 -8.33
O 31.34 -8.17 -8.48
C 31.97 -8.22 -9.71
O 31.80 -10.69 -8.45
C 31.50 -12.09 -8.30
H 30.64 -7.70 -5.13
H 29.50 -8.87 -4.87
H 29.33 -7.90 -6.29
H 32.28 -9.19 -10.09
H 32.81 -7.53 -9.66
H 31.34 -7.59 -10.34
H 30.55 -12.34 -7.82
H 32.29 -12.60 -7.74
H 31.52 -12.56 -9.29
N 27.97 -17.58 -7.10
C 28.39 -18.37 -8.19
C 29.18 -19.37 -7.77
C 29.42 -19.18 -6.43
C 28.66 -18.08 -6.04
H 27.35 -16.78 -7.09
H 28.08 -18.03 -9.17
H 29.64 -20.16 -8.35
H 30.02 -19.80 -5.78
H 28.55 -17.61 -5.08
N 26.41 -13.25 -2.16
C 27.77 -13.20 -1.89
C 27.91 -13.51 -0.58
C 26.65 -13.82 -0.05
C 25.69 -13.59 -1.05
H 25.95 -13.14 -3.05
H 28.50 -12.91 -2.64
H 28.90 -13.54 -0.14
H 26.49 -14.16 0.96
H 24.61 -13.69 -1.14

Atom charges from the natural (NBO) analysis, given in e for atoms 1 to 4: 0.95 -0.95 -0.25 -0.81